No. 1
Density functional theory data (ωB97M-V/def2-TZVPD) for C4H6AgCl2F3O2 as an isolated structure at a distorted geometry.

Last column: natural (NBO) charge in e.
Cartesian coordinates (Å):
Ag -8.387 -10.189 2.018  0.91
C -2.382 -11.050 -1.065  0.31
O -1.453 -10.215 -1.796  -0.57
O -2.990 -10.254 -0.086  -0.90
C -3.320 -11.739 -2.138  0.91
F -4.226 -12.521 -1.541  -0.34
F -3.993 -10.875 -2.871  -0.33
F -2.640 -12.507 -3.005  -0.36
C -0.324 -10.796 -2.473  -0.07
C 0.977 -10.486 -1.776  -0.63
H 1.847 -10.982 -2.207  0.18
H 1.193 -9.420 -1.715  0.20
H 0.919 -10.893 -0.766  0.21
H -0.297 -10.406 -3.491  0.15
H -0.382 -11.877 -2.601  0.16
H -1.841 -11.891 -0.631  0.08
Cl -10.212 -6.636 -0.077  -0.95
Cl -10.870 -14.179 2.822  -0.97

Frontier orbital gap   3.27 eV
Maximum force   3.938 eV/A
Lowest unoccupied orbital energy   1.14 eV
Highest occupied orbital energy   -2.136 eV
Relative energy (zero: lowest compared OMol25 entry of this formula, charge and spin)   369.6 kJ/mol
Net charge   -2
DFT total energy   -1673.39674 a.u.

***

No. 2
Density functional theory data (ωB97M-V/def2-TZVPD) for C28H24AsBeClO4P as an isolated structure.

Last column: natural (NBO) charge in e.
Cartesian coordinates (Å):
Be 1.468 1.999 -3.048  1.57
O 1.615 5.436 -2.229  -0.62
C 1.757 4.267 -2.493  0.67
O 0.803 3.409 -2.764  -0.96
C 3.154 3.554 -2.535  0.67
O 4.199 4.129 -2.354  -0.61
O 3.002 2.274 -2.778  -0.96
C 0.247 0.104 0.194  -0.73
C 1.546 0.033 0.988  -0.72
As 1.333 -0.229 2.930  0.91
C -0.073 -1.590 2.792  -0.33
C -1.441 -1.332 2.802  -0.17
C -2.355 -2.369 2.657  -0.23
C -1.913 -3.675 2.492  -0.22
C -0.551 -3.942 2.476  -0.21
C 0.359 -2.906 2.633  -0.23
C 0.253 1.336 3.369  -0.35
C 0.261 2.492 2.594  -0.16
C -0.469 3.610 2.980  -0.22
C -1.210 3.585 4.152  -0.22
C -1.205 2.445 4.947  -0.20
C -0.472 1.333 4.560  -0.24
P 0.531 0.326 -1.626  0.78
C -1.230 0.223 -2.142  -0.22
C -2.030 -0.915 -2.075  -0.24
C -3.378 -0.854 -2.404  -0.21
C -3.948 0.349 -2.796  -0.22
C -3.158 1.487 -2.865  -0.21
C -1.810 1.427 -2.544  -0.21
C 1.432 -1.235 -1.968  -0.36
C 2.674 -1.105 -2.591  -0.10
C 3.448 -2.223 -2.866  -0.24
C 2.988 -3.490 -2.534  -0.21
C 1.770 -3.629 -1.884  -0.22
C 1.007 -2.508 -1.588  -0.21
H -0.368 0.950 0.510  0.24
H -0.353 -0.795 0.337  0.22
H 2.154 0.927 0.830  0.24
H 2.150 -0.811 0.650  0.24
H -1.802 -0.317 2.904  0.22
H -3.416 -2.152 2.661  0.21
H -2.628 -4.480 2.373  0.21
H -0.197 -4.957 2.345  0.21
H 1.423 -3.120 2.624  0.21
H 0.841 2.533 1.679  0.21
H -0.459 4.496 2.359  0.22
H -1.783 4.454 4.451  0.21
H -1.772 2.424 5.870  0.21
H -0.465 0.449 5.188  0.21
H -1.615 -1.868 -1.784  0.20
H -3.980 -1.754 -2.354  0.20
H -4.999 0.394 -3.054  0.20
H -3.588 2.429 -3.184  0.21
H -1.197 2.319 -2.627  0.26
H 3.032 -0.121 -2.875  0.25
H 4.410 -2.102 -3.347  0.21
H 3.579 -4.366 -2.774  0.20
H 1.410 -4.612 -1.603  0.20
H 0.095 -2.641 -1.021  0.20
Cl 0.922 0.905 -4.640  -0.78

Frontier orbital gap   8.11 eV
Maximum force   0.341 eV/A
Lowest unoccupied orbital energy   2.35 eV
Highest occupied orbital energy   -5.768 eV
Net charge   -1
DFT total energy   -4434.71578 a.u.

***

No. 3
Density functional theory data (ωB97M-V/def2-TZVPD) for an isolated molecule of C5H11NO4S at a distorted geometry.

Last column: natural (NBO) charge in e.
Cartesian coordinates (Å):
C 0.373 1.277 0.959  -0.65
C -1.547 -0.082 1.884  -0.65
C 0.673 -1.198 1.462  -0.66
C 0.708 0.570 -3.308  -0.20
C -0.252 -0.076 1.014  -0.23
N 1.212 0.305 -2.166  0.36
O 2.101 0.856 -1.579  -0.45
O 0.544 -0.852 -1.616  -0.61
O -1.366 -1.921 -0.718  -0.89
O -1.446 0.499 -1.360  -0.92
S -0.845 -0.592 -0.656  2.30
H 1.415 1.301 0.425  0.25
H -0.301 1.874 0.459  0.23
H 0.573 1.648 1.903  0.22
H -1.981 -1.112 1.535  0.23
H -2.340 0.642 1.459  0.23
H -1.453 0.082 3.004  0.25
H 1.124 -1.108 2.513  0.24
H 0.019 -2.092 1.348  0.23
H 1.666 -1.364 0.871  0.25
H 1.111 1.495 -3.785  0.22
H 0.012 -0.154 -3.647  0.22

Frontier orbital gap   10.19 eV
Maximum force   4.054 eV/A
Lowest unoccupied orbital energy   0.72 eV
Highest occupied orbital energy   -9.478 eV
Relative energy (zero: lowest compared OMol25 entry of this formula, charge and spin)   593.7 kJ/mol
Net charge   0
DFT total energy   -950.83544 a.u.

***

No. 4
Density functional theory data (ωB97M-V/def2-TZVPD) for C20H35BCl4GeN6PbS2Sb as an isolated structure.

Last column: Löwdin charge in e.
Cartesian coordinates (Å):
Pb 0.275 1.248 -0.485  0.92
N 1.468 -0.883 0.006  -0.12
C 2.377 -1.324 -1.065  -0.24
C 1.637 -1.352 -2.396  -0.25
N 1.066 -0.031 -2.675  -0.09
H 1.955 -0.750 0.885  0.05
H 0.719 -1.554 0.185  0.02
H 2.795 -2.312 -0.855  0.12
H 3.204 -0.612 -1.120  0.10
H 0.819 -2.070 -2.328  0.08
H 2.311 -1.692 -3.186  0.12
H 0.361 -0.058 -3.404  0.08
H 1.781 0.623 -2.999  0.03
C 2.020 3.088 -3.758  -0.32
N 0.962 5.052 -1.708  -0.31
C 1.232 5.912 -0.653  -0.25
C 1.555 5.624 0.623  -0.12
N 1.885 4.329 1.088  -0.06
B 1.090 3.936 2.445  -0.42
N 1.549 2.561 3.023  -0.04
C 2.642 2.493 3.869  -0.09
C 2.715 1.252 4.384  -0.05
N 1.653 0.546 3.852  -0.13
C 1.280 -0.809 4.211  -0.04
C 0.937 1.357 3.033  -0.73
S -0.454 0.791 2.185  0.45
C 2.826 3.684 0.497  -0.79
S 3.227 1.993 0.614  0.63
H 1.815 3.904 -4.476  -0.06
H 1.431 2.954 -1.616  -0.15
H 2.808 5.130 -2.968  0.03
H 0.958 6.951 -0.838  0.10
H 1.468 6.372 1.399  0.11
H 1.429 4.778 3.239  0.08
H -0.081 3.950 2.195  0.08
H 3.276 3.347 4.021  0.13
H 3.408 0.807 5.075  0.12
H 2.137 -1.290 4.676  0.09
H 0.976 -1.358 3.321  0.05
H 0.440 -0.803 4.906  0.10
Cl 5.447 5.081 -0.796  0.19
Ge 4.095 3.409 -0.918  -0.13
Cl 5.098 2.130 -2.346  0.16
Cl 2.147 4.049 -2.344  0.52
C -2.711 -2.945 3.544  -0.35
Sb -2.023 -2.520 1.553  1.20
C -3.124 -4.111 0.620  -0.35
C -3.469 -0.964 1.238  -0.35
H -3.794 -3.063 3.523  0.00
H -2.456 -2.119 4.207  -0.01
H -2.259 -3.859 3.926  -0.01
H -4.098 -4.214 1.099  0.01
H -2.580 -5.051 0.709  0.00
H -3.262 -3.888 -0.436  -0.03
H -4.406 -1.412 0.905  0.01
H -3.118 -0.269 0.478  -0.03
H -3.631 -0.433 2.174  0.00
Cl -4.295 -6.446 -3.848  0.67
C -3.658 -4.902 -3.388  -0.67
C -4.503 -3.799 -3.308  -0.10
C -3.996 -2.575 -2.937  -0.04
C -2.623 -2.392 -2.626  -0.32
C -2.134 -1.141 -2.225  0.06
C -1.802 -3.542 -2.726  -0.05
C -2.305 -4.769 -3.098  -0.11
H -5.555 -3.909 -3.534  0.11
H -4.662 -1.723 -2.873  0.12
H -1.095 -1.030 -1.954  -0.02
H -2.779 -0.276 -2.166  0.07
H -0.747 -3.469 -2.494  0.10
H -1.653 -5.630 -3.164  0.11

Frontier orbital gap (spin up / spin down)   6.48 / 4.33 eV
Spin multiplicity   2
Maximum force   0.895 eV/A
⟨S²⟩   1.60
Lowest unoccupied orbital energy (spin up / spin down)   -0.68 / -1.14 eV
Highest occupied orbital energy (spin up / spin down)   -7.157 / -5.469 eV
Relative energy (zero: lowest compared OMol25 entry of this formula, charge and spin)   1845.6 kJ/mol
Net charge   0
DFT total energy   -6283.16274 a.u.

***

No. 5
Density functional theory data (ωB97M-V/def2-TZVPD) for a 3-piece molecular cluster, C21H50N2O10PS overall at a distorted geometry.

Last column: Löwdin charge in e.
Cartesian coordinates (Å):
C -5.453 1.701 0.799  0.01
C -5.519 0.409 1.723  -0.41
O -4.813 0.388 2.745  0.07
O -6.369 -0.716 1.473  -0.07
C -5.855 -1.483 0.342  -0.17
C -4.740 -2.528 0.831  -0.12
C -3.257 -2.150 0.285  -0.15
C -2.428 -3.441 -0.138  -0.15
N -1.106 -3.180 -0.824  -0.28
C -1.115 -3.374 -2.326  -0.15
C -2.453 -2.922 -3.079  -0.13
C -1.990 -2.082 -4.408  -0.22
N -2.940 -0.923 -4.570  -0.02
C -0.423 -1.886 -0.372  -0.14
C -0.699 -0.634 -1.314  -0.16
C -0.119 0.738 -0.674  -0.16
C 0.089 1.876 -1.785  -0.22
S -1.403 2.177 -2.827  0.73
O -1.186 1.590 -4.195  -0.33
O -2.691 1.765 -2.187  -0.34
O -1.496 3.850 -3.068  -0.18
P 0.005 -4.478 -0.205  0.67
O 1.222 -4.591 -1.135  -0.27
O 0.622 -4.027 1.316  -0.10
O -0.764 -5.966 -0.054  -0.12
H -6.359 2.383 0.917  0.10
H -5.307 1.348 -0.271  0.07
H -4.542 2.306 1.128  0.10
H -5.469 -0.777 -0.464  0.11
H -6.766 -2.019 -0.097  0.14
H -4.722 -2.476 1.969  0.13
H -5.044 -3.595 0.548  0.12
H -2.741 -1.650 1.179  0.13
H -3.395 -1.368 -0.522  0.10
H -3.102 -4.177 -0.705  0.16
H -2.174 -3.993 0.843  0.13
H -1.016 -4.508 -2.496  0.13
H -0.153 -2.938 -2.769  0.14
H -2.995 -3.838 -3.489  0.12
H -3.124 -2.218 -2.503  0.09
H -1.965 -2.724 -5.340  0.12
H -0.966 -1.584 -4.253  0.11
H -3.025 -0.395 -3.697  0.03
H -3.844 -1.247 -4.927  0.08
H -0.580 -1.683 0.741  0.14
H 0.702 -2.112 -0.471  0.14
H -0.071 -0.796 -2.264  0.13
H -1.767 -0.515 -1.670  0.09
H -0.794 1.053 0.181  0.13
H 0.942 0.468 -0.322  0.12
H 0.337 2.849 -1.240  0.12
H 0.979 1.649 -2.470  0.12
H -0.560 4.167 -3.130  0.09
H -0.074 -3.588 1.854  0.09
H -0.478 -6.486 -0.838  0.11
C 4.578 1.005 0.147  -0.07
C 4.049 1.487 -1.191  -0.28
O 3.211 2.634 -1.091  -0.19
C 3.803 3.803 -0.534  -0.27
C 5.002 4.309 -1.316  -0.07
H 3.752 0.779 0.827  0.07
H 5.179 0.102 0.015  0.09
H 5.206 1.754 0.632  0.07
H 3.438 0.696 -1.636  0.11
H 4.865 1.677 -1.895  0.11
H 4.061 3.630 0.516  0.10
H 3.028 4.573 -0.538  0.12
H 5.814 3.580 -1.336  0.07
H 5.388 5.227 -0.867  0.08
H 4.722 4.515 -2.353  0.08
C 4.770 3.192 5.516  -0.08
C 4.699 2.699 4.083  -0.28
O 4.684 1.281 3.968  -0.17
C 3.601 0.609 4.595  -0.28
C 2.239 1.021 4.063  -0.08
H 5.653 2.789 6.017  0.09
H 4.821 4.283 5.541  0.08
H 3.897 2.887 6.097  0.07
H 5.588 3.041 3.547  0.12
H 3.839 3.129 3.557  0.10
H 3.655 0.738 5.681  0.11
H 3.747 -0.457 4.405  0.12
H 2.035 2.079 4.237  0.07
H 1.449 0.445 4.552  0.08
H 2.183 0.851 2.984  0.06

Frontier orbital gap   8.21 eV
Maximum force   6.675 eV/A
Lowest unoccupied orbital energy   -3.34 eV
Highest occupied orbital energy   -11.552 eV
Net charge   +1
DFT total energy   -2431.24430 a.u.

***

No. 6
Density functional theory data (ωB97M-V/def2-TZVPD) for C16H17FN2Tl as an isolated structure.

Last column: natural (NBO) charge in e.
Cartesian coordinates (Å):
Tl -0.488 -0.114 -0.335  0.25
C 3.136 1.340 0.248  -0.42
N 2.541 0.016 0.152  -0.42
C 3.235 -0.770 -0.847  -0.40
C 2.565 -0.636 1.455  -0.25
C 1.492 -0.161 2.423  0.00
C 1.899 0.136 3.722  -0.25
C 0.977 0.498 4.694  -0.26
C -0.366 0.520 4.357  -0.23
C -0.761 0.202 3.062  -0.27
C 0.134 -0.123 2.032  -0.34
H 4.220 1.274 0.458  0.14
H 2.650 1.898 1.044  0.22
H 2.986 1.886 -0.684  0.20
H 4.312 -0.873 -0.621  0.15
H 3.136 -0.288 -1.821  0.20
H 2.793 -1.765 -0.912  0.20
H 3.566 -0.505 1.906  0.15
H 2.421 -1.710 1.296  0.20
H 2.954 0.089 3.981  0.18
H 1.300 0.759 5.695  0.19
H -1.114 0.789 5.098  0.19
H -1.826 0.219 2.842  0.19
F -0.117 6.555 -0.187  -0.36
C -0.243 5.193 -0.195  0.36
C -0.111 4.495 0.987  -0.32
C -0.224 3.107 0.954  -0.25
C -0.470 2.373 -0.217  -0.33
C -0.618 3.158 -1.368  -0.25
C -0.512 4.548 -1.381  -0.32
H 0.091 5.022 1.912  0.21
H -0.111 2.582 1.897  0.21
H -0.824 2.672 -2.321  0.19
H -0.626 5.120 -2.296  0.20
N -4.056 0.197 0.236  -0.75
C -2.900 0.252 0.392  0.38
H -5.014 0.125 -0.016  0.44

Frontier orbital gap   5.50 eV
Maximum force   0.872 eV/A
Lowest unoccupied orbital energy   2.73 eV
Highest occupied orbital energy   -2.767 eV
Relative energy (zero: lowest compared OMol25 entry of this formula, charge and spin)   68.8 kJ/mol
Net charge   -1
DFT total energy   -1001.65205 a.u.